[1]
# C26H54N4O9P

3 unconnected molecules or ions with the total composition C26H54N4O9P at a distorted geometry (the ωB97M-V functional and the def2-TZVPD basis, OMol25).

**Frontier orbital gap**: 5.3 eV
**Total charge**: +1
**HOMO energy**: -10.3 eV

Cartesian coordinates (Å):
C  -1.7343  1.7293  7.2826
C  -2.1561  2.8004  6.0705
C  -1.6971  2.1428  4.6047
N  -0.3501  1.4920  4.8539
C  0.1247  0.6621  3.6809
C  -0.3923  -0.8903  3.3573
C  0.2190  -1.7435  2.0770
C  -0.2531  -3.3176  1.7662
P  1.2953  -4.3886  2.2672
O  0.8650  -5.8771  2.5786
O  2.5351  -4.4010  1.0295
O  2.0052  -3.7500  3.7619
C  1.3433  -0.9849  1.1506
C  1.7789  0.5449  1.5658
C  2.9376  1.3576  0.7163
C  4.3771  0.5864  0.9857
C  4.4953  -0.1230  2.4602
O  5.9126  -0.3180  2.9135
C  5.8454  -0.3265  4.4121
C  4.8287  -1.3488  5.2508
O  6.6124  0.5036  5.1697
N  1.1755  1.2682  2.7584
H  -0.5637  1.7768  7.4942
H  -2.2636  2.0729  8.2924
H  -2.0565  0.6272  6.9848
H  -1.4184  3.7260  6.2238
H  -3.2858  3.1045  6.1039
H  -2.5437  1.3670  4.2839
H  -1.6587  2.9667  3.7454
H  0.3422  2.2207  5.1416
H  -1.1822  -1.4350  4.0561
H  -0.5652  -3.4900  0.6516
H  -1.0899  -3.5883  2.5423
H  3.2820  -3.8035  1.3396
H  2.7515  -3.1137  3.5257
H  1.8190  -1.5186  0.2242
H  3.0580  2.4597  1.0947
H  2.5951  1.3230  -0.4162
H  4.4243  -0.2972  0.1884
H  5.2690  1.3048  0.7371
H  4.0285  -1.2139  2.3714
H  3.9832  0.4978  3.3361
H  5.0968  -1.2991  6.3942
H  3.6965  -0.9938  5.1572
H  4.9540  -2.4716  4.9253
H  1.5042  2.2516  2.9732
C  -6.1264  0.7413  -1.7911
O  -5.6963  -0.2994  -0.9230
C  -4.8892  -1.2913  -1.5684
C  -3.4142  -1.1645  -1.1453
N  -2.7920  0.0381  -1.7086
C  -1.5045  0.3903  -1.0976
C  -1.4697  0.6517  0.4227
O  -2.1434  1.8436  0.8328
C  -3.5547  1.7196  0.9321
H  -6.9139  1.3041  -1.2807
H  -5.3087  1.4330  -2.0062
H  -6.5346  0.3424  -2.7233
H  -5.0026  -1.2714  -2.6585
H  -5.2593  -2.2604  -1.2249
H  -2.8631  -2.0489  -1.4922
H  -3.3929  -1.1533  -0.0562
H  -3.4213  0.8251  -1.5878
H  -1.1647  1.3023  -1.6021
H  -0.7776  -0.3924  -1.3422
H  -0.4191  0.8019  0.6977
H  -1.8059  -0.2075  1.0118
H  -3.8646  0.7318  1.2861
H  -4.0153  1.9522  -0.0284
H  -3.9122  2.4661  1.6470
C  0.1000  2.3404  -4.1372
O  -0.0112  0.9408  -3.9128
C  -1.1133  0.3333  -4.5969
C  -0.6259  -0.5172  -5.7843
N  -0.1137  0.3198  -6.8742
C  0.6526  -0.4163  -7.8871
C  1.8989  -1.2007  -7.4265
O  2.9898  -0.3804  -7.0026
C  2.8720  0.1211  -5.6791
H  0.8027  2.7462  -3.4031
H  0.5022  2.5454  -5.1320
H  -0.8619  2.8440  -4.0111
H  -1.8648  1.0693  -4.9055
H  -1.5936  -0.3329  -3.8761
H  -1.4615  -1.1229  -6.1601
H  0.1408  -1.1906  -5.4029
H  0.4895  1.0377  -6.4861
H  0.9779  0.3262  -8.6251
H  -0.0269  -1.0996  -8.4089
H  2.2706  -1.7517  -8.2983
H  1.6703  -1.9629  -6.6748
H  2.3898  -0.5910  -5.0027
H  2.3387  1.0720  -5.6896
H  3.8782  0.3233  -5.3011

Results of the Löwdin charge analysis, in e, for atoms 1 through 4:
1 C -0.15
2 C -0.21
3 C -0.22
4 N -0.04

[2]
# C27H20CeClF6N6O18S

A molecular structure, C27H20CeClF6N6O18S at a distorted geometry (the ωB97M-V functional and the def2-TZVPD basis, OMol25).

**Relative energy (zero: lowest compared OMol25 entry of this formula, charge and spin)**: 26.47 kcal/mol
**⟨S²⟩**: 0.75
**Frontier orbital gap (spin up / spin down)**: 6.0 / 6.0 eV
**Total charge**: -2
**Spin multiplicity**: 2
**HOMO energy (spin up / spin down)**: -2.5 / -2.5 eV

Cartesian coordinates (Å):
Ce  -0.3660  0.0291  0.1658
O  -0.8676  4.0133  2.8818
Cl  0.0464  3.6422  1.8108
O  1.0550  4.6401  1.6119
O  0.7326  2.3872  2.2198
O  -0.6915  3.3965  0.5710
N  0.4526  -0.8589  3.5037
C  1.7184  -0.5808  2.9484
C  2.8427  -0.4087  3.8008
C  4.0836  -0.1835  3.2109
C  4.1917  -0.1923  1.8372
C  3.0040  -0.3288  1.0839
N  1.8127  -0.4931  1.6409
C  -0.2341  -2.0467  3.1639
C  -0.5683  -2.9140  4.2041
C  -1.3432  -4.0071  3.9463
C  -1.8036  -4.1939  2.6348
C  -1.4278  -3.2735  1.6705
N  -0.6055  -2.2552  1.9160
H  0.3806  -0.5954  4.4828
H  2.7196  -0.4418  4.8773
H  4.9887  0.0384  3.7647
H  5.1085  -0.0568  1.2915
H  3.0282  -0.2328  0.0104
H  -0.2348  -2.6880  5.2034
H  -1.6875  -4.6650  4.7598
H  -2.4721  -4.9902  2.3536
H  -1.7816  -3.3331  0.6514
O  -3.8480  -1.4254  -5.1919
C  -3.3119  -1.1289  -4.1470
C  -2.8661  -2.1573  -3.0835
O  -3.0795  -3.3452  -3.1358
C  -2.1657  -1.3602  -2.0759
C  -2.2024  0.0119  -2.3799
O  -1.6676  0.8871  -1.5846
C  -2.9813  0.2587  -3.6087
O  -3.3133  1.3376  -4.0441
O  -1.5677  -1.8212  -1.0293
C  0.8007  -2.8390  -3.4757
S  1.5155  -3.1684  -1.8762
C  0.2776  -4.2836  -1.3198
O  1.4218  -1.9177  -1.0496
H  0.9028  -3.7078  -4.1096
H  1.3972  -2.0425  -3.9064
H  -0.2367  -2.5257  -3.3802
H  0.3069  -5.2113  -1.9456
H  -0.6969  -3.7952  -1.3612
H  0.5535  -4.6195  -0.3073
O  4.4338  5.8397  -4.2102
N  3.8209  4.8488  -4.6210
O  3.6217  4.6269  -5.7970
C  3.3055  3.9121  -3.6445
C  3.5258  4.1941  -2.2882
C  3.0062  3.3271  -1.3528
C  2.1404  2.1848  -1.6644
O  1.5142  1.5429  -0.8065
C  2.1215  1.9209  -3.1032
C  2.6314  2.7793  -4.0668
N  1.4180  0.7443  -3.6090
O  1.6521  0.4368  -4.7804
O  0.6113  0.1605  -2.9109
N  3.3694  3.6495  0.0486
O  3.5109  4.8311  0.3194
O  3.5621  2.6870  0.7582
H  4.1032  5.0684  -2.0477
H  2.5974  2.5280  -5.1292
C  -3.5434  2.0284  1.9033
C  -3.3193  0.5240  1.9332
O  -2.1329  0.1487  1.4161
C  -4.4717  -0.1574  1.1626
F  -4.3327  -1.5018  1.0569
F  -4.5584  0.3354  -0.0885
F  -5.7036  0.1041  1.7256
C  -3.3760  0.0107  3.3834
F  -2.3714  0.5579  4.0945
F  -4.5195  0.2550  4.0455
F  -3.1963  -1.3200  3.4414
H  -3.5073  2.3068  0.8766
H  -2.7410  2.5480  2.4067
H  -4.4930  2.3241  2.3431

Results of the Löwdin charge analysis, in e, for atoms 1 through 4:
1 Ce 1.36
2 O -0.36
3 Cl 0.69
4 O -0.34

[3]
# C4H8O2

A molecular structure, C4H8O2 at a distorted geometry (the ωB97M-V functional and the def2-TZVPD basis, OMol25).

**Relative energy (zero: lowest compared OMol25 entry of this formula, charge and spin)**: 132.16 kcal/mol
**Frontier orbital gap**: 7.9 eV
**HOMO energy**: -7.9 eV

Cartesian coordinates (Å):
C  2.1160  0.1063  0.1912
C  0.6864  -0.3023  0.3260
C  0.1782  -1.3380  0.9978
H  -0.2263  0.1169  -0.6828
H  2.4779  -0.0249  -0.8313
H  2.2500  1.1579  0.4554
H  2.7579  -0.4911  0.8441
H  -0.8983  -1.4937  0.9945
H  0.7645  -1.9649  1.6630
C  -1.6531  0.9281  -1.0660
O  -2.7217  0.2049  -0.5516
O  -1.8654  1.9193  -1.7243
H  -3.5433  0.6825  -0.7842
H  -0.3230  0.4989  0.1681

Results of the Löwdin charge analysis, in e, for atoms 1 through 4:
1 C -0.08
2 C -0.28
3 C 0.07
4 H 0.17

[4]
# CHN3O4S

A single CHN3O4S molecule at a distorted geometry (the ωB97M-V functional and the def2-TZVPD basis, OMol25).

**Relative energy (zero: lowest compared OMol25 entry of this formula, charge and spin)**: 41.74 kcal/mol
**Frontier orbital gap (spin up / spin down)**: 7.8 / 7.8 eV
**HOMO energy (spin up / spin down)**: -10.0 / -10.0 eV

Cartesian coordinates (Å):
C  -1.4403  -1.6912  0.9591
N  -1.8336  -2.6181  1.5018
N  -1.1136  -0.5490  0.3668
N  0.3716  2.7064  0.4970
O  1.2851  2.0500  0.0818
O  -0.8433  2.2350  0.3448
O  -3.1783  0.8716  0.6918
O  0.0025  -0.6616  -0.5840
S  -2.1152  0.6389  -0.2143
H  0.7679  -0.3391  -0.2382

Results of the Löwdin charge analysis, in e, for atoms 1 through 4:
1 C -0.29
2 N 0.21
3 N -0.31
4 N -0.14

| no. | molecular weight (Da) | DFT total energy (hartree) |
| --- | --- | --- |
| 1 | 597.71 | -2259.8660 |
| 2 | 1038.11 | -4656.2694 |
| 3 | 88.11 | -307.5018 |
| 4 | 151.10 | -901.8598 |